(1)
Computed, not measured: a structure of composition C2H2O3S, with ωB97M-V/def2-TZVPD.

Last column: Löwdin charge in e.
Positions of all 8 atoms, in Å:
C -0.559 -0.516 0.017  -0.25
C -1.819 -0.316 0.281  0.03
O 0.541 -0.808 -0.212  0.02
O 2.177 0.977 1.084  -0.42
O 2.074 0.902 -1.418  -0.42
S 2.526 0.346 -0.166  0.88
H -2.660 -0.857 -0.512  0.17
H -2.281 0.271 0.925  -0.01

lowest unoccupied orbital energy	-0.603	eV
ΔE to the lowest compared entry with this formula, charge and spin	68.2	kcal per mole
charge	0
E_tot	-701.2317	Eh
M	106.10	g/mol
maximum force	0.135	Eh/bohr
multiplicity	1

---

(2)
Computed, not measured: a cluster of 5 separate species, C28H61F3O14 in total, with ωB97M-V/def2-TZVPD.

Last column: Mulliken spin population.
Positions of all 106 atoms, in Å:
C -6.071 2.112 6.040  0.00
O -4.682 1.690 6.057  0.00
C -3.881 1.836 4.858  0.00
C -2.371 1.613 5.107  -0.01
O -1.562 1.894 3.885  0.42
C -0.163 1.751 4.257  0.05
C 0.466 0.561 3.523  0.12
O -0.339 -0.585 3.830  0.29
C 0.364 -1.754 4.229  -0.01
H -6.552 1.663 5.171  0.00
H -6.167 3.198 6.059  0.00
H -6.465 1.773 6.998  0.00
H -3.936 2.858 4.482  0.00
H -4.269 1.276 4.007  0.00
H -2.227 0.575 5.405  0.05
H -2.094 2.150 6.015  0.02
H 0.006 1.797 5.332  0.00
H 0.398 2.615 3.900  0.04
H 1.514 0.482 3.812  0.00
H 0.404 0.755 2.453  -0.03
H 0.550 -2.534 3.491  0.02
H -0.199 -2.267 5.008  0.01
H 1.352 -1.476 4.595  0.01
C -2.299 -0.595 -2.948  0.00
O -2.642 0.156 -4.058  0.00
C -2.477 1.586 -3.838  0.00
C -3.009 2.410 -5.085  0.00
O -1.949 2.874 -5.904  0.00
C -2.246 3.620 -7.054  0.00
C -1.013 4.100 -7.785  0.00
O -0.082 3.227 -8.317  0.00
C 0.860 2.476 -7.515  0.00
H -1.348 -0.479 -2.428  0.00
H -2.221 -1.632 -3.276  0.00
H -3.030 -0.747 -2.153  0.00
H -1.414 1.721 -3.639  0.00
H -2.973 1.749 -2.881  0.00
H -3.602 3.283 -4.814  0.00
H -3.626 1.690 -5.623  0.00
H -2.874 4.484 -6.839  0.00
H -2.695 3.018 -7.845  0.00
H -0.536 4.956 -7.309  0.00
H -1.444 4.434 -8.729  0.00
H 1.175 1.613 -8.102  0.00
H 0.414 2.117 -6.588  0.00
H 1.693 3.149 -7.309  0.00
C 3.266 -0.890 1.243  0.00
O 2.927 0.362 0.620  0.00
C 1.696 0.248 -0.086  0.00
C 1.359 1.462 -1.022  0.00
O 0.774 2.388 -0.065  0.00
C 0.555 3.655 -0.632  0.00
C -0.649 4.253 0.099  0.00
O -1.233 5.408 -0.433  0.00
C -1.836 5.357 -1.727  0.00
H 3.902 -1.565 0.670  0.00
H 2.372 -1.400 1.600  0.00
H 3.876 -0.681 2.122  0.00
H 0.816 0.042 0.522  -0.01
H 1.692 -0.572 -0.804  0.00
H 0.808 1.247 -1.938  0.00
H 2.370 1.663 -1.376  0.00
H 0.382 3.600 -1.707  0.00
H 1.339 4.407 -0.538  0.00
H -0.336 4.528 1.106  0.00
H -1.457 3.571 0.365  0.00
H -2.563 4.546 -1.668  0.00
H -0.987 5.174 -2.385  0.00
H -2.390 6.261 -1.978  0.00
C -2.237 0.734 0.555  0.01
O -1.561 -0.374 -0.042  0.01
C -1.917 -1.545 0.785  0.00
C -1.006 -2.708 0.248  0.00
O -1.501 -2.893 -1.109  0.00
C -0.678 -3.705 -1.981  0.00
C 0.783 -3.279 -2.150  0.00
O 1.577 -3.584 -1.050  0.00
C 3.025 -3.613 -1.445  0.00
H -2.047 1.628 -0.039  0.00
H -1.994 0.773 1.617  0.00
H -3.294 0.483 0.468  0.00
H -2.963 -1.840 0.711  0.00
H -1.524 -1.544 1.802  0.00
H -1.204 -3.421 1.049  0.00
H 0.000 -2.302 0.358  0.00
H -1.168 -3.872 -2.940  0.00
H -0.709 -4.630 -1.406  0.00
H 0.807 -2.208 -2.351  0.00
H 1.074 -3.868 -3.020  0.00
H 3.302 -2.884 -2.207  0.00
H 3.399 -4.571 -1.805  0.00
H 3.561 -3.676 -0.498  0.00
C 3.574 -4.418 4.320  0.00
C 4.025 -5.631 3.601  0.00
O 5.420 -5.770 3.290  0.00
C 5.999 -4.977 2.353  0.00
O 5.442 -4.167 1.663  0.00
C 7.398 -5.352 2.096  0.00
F 7.712 -5.544 0.842  0.00
F 8.166 -4.352 2.634  0.00
F 7.767 -6.509 2.744  0.00
H 2.502 -4.446 4.510  0.00
H 3.740 -3.456 3.836  0.00
H 3.966 -4.496 5.334  0.00
H 3.479 -5.710 2.661  0.00
H 3.662 -6.527 4.106  0.00

lowest unoccupied orbital energy (alpha / beta)	-2.368 / -8.743	eV
charge	+1
E_tot	-2455.6853	Eh
M	678.78	g/mol
maximum force	0.080	Eh/bohr
multiplicity	2

---

(3)
Computed, not measured: a structure of composition C6H15NO2, with ωB97M-V/def2-TZVPD.

Last column: Löwdin charge in e.
Positions of all 24 atoms, in Å:
C 0.994 -0.049 -1.015  -0.31
C 0.300 -1.183 -1.548  -0.05
C 1.875 -0.236 0.163  -0.04
C -1.090 1.083 0.196  -0.01
C 1.128 1.192 -1.821  -0.06
H 1.911 1.007 -2.568  0.11
H -0.185 -1.016 -2.507  0.09
H 0.920 -2.085 -1.561  0.12
H -0.447 -1.507 -0.670  0.10
H 1.496 -1.021 0.813  0.08
H 2.871 -0.524 -0.202  0.11
H 1.972 0.675 0.752  0.09
H -0.208 1.713 0.211  0.01
H -1.552 0.975 -0.783  0.04
H -1.806 1.544 0.870  0.03
H 0.214 1.424 -2.369  0.09
H 1.428 2.054 -1.227  0.09
C -1.306 -0.542 1.326  -0.73
N -0.450 -0.162 2.416  0.09
O -2.671 -0.357 1.656  -0.02
O -1.038 -1.637 0.740  -0.10
H -3.152 -1.029 1.156  0.10
H -0.370 -0.949 3.052  0.09
H -0.834 0.628 2.921  0.08

lowest unoccupied orbital energy (alpha / beta)	-0.646 / -0.646	eV
ΔE to the lowest compared entry with this formula, charge and spin	108.7	kcal per mole
charge	0
E_tot	-442.7079	Eh
M	133.19	g/mol
maximum force	0.035	Eh/bohr
multiplicity	1

---

(4)
Computed, not measured: a cluster of 2 separate species, C2H6IOP in total, with ωB97M-V/def2-TZVPD.

Last column: Löwdin charge in e.
Positions of all 11 atoms, in Å:
C 0.703 0.781 -0.716  -0.39
C -0.409 -0.008 1.605  -0.34
O -1.116 -1.710 -1.101  -1.13
P 0.720 -0.725 0.352  0.99
I -0.394 -1.723 -2.848  0.75
H -0.129 0.501 -1.460  -0.03
H 1.781 0.923 -1.222  0.09
H 0.498 1.549 -0.084  -0.03
H 0.196 0.567 2.266  0.03
H -0.908 -0.938 1.994  0.06
H -0.942 0.783 1.212  0.01

lowest unoccupied orbital energy	-1.406	eV
ΔE to the lowest compared entry with this formula, charge and spin	112.9	kcal per mole
charge	0
E_tot	-793.9421	Eh
M	203.95	g/mol
maximum force	0.100	Eh/bohr
multiplicity	1

---

(5)
Computed, not measured: a cluster of 14 separate species, C32H94N2O26 in total, with ωB97M-V/def2-TZVPD.

Last column: Löwdin charge in e.
Positions of all 154 atoms, in Å:
C -4.815 3.778 -2.369  -0.06
C -4.629 2.252 -2.266  -0.40
C -4.284 1.806 -0.788  -0.14
O -4.283 0.381 -0.707  -0.28
C -3.828 -0.145 0.537  -0.06
N -5.819 1.596 -2.822  0.06
H -5.328 4.119 -3.269  0.07
H -3.847 4.277 -2.406  0.05
H -5.546 4.096 -1.626  0.08
H -3.754 1.931 -2.831  0.12
H -4.975 2.243 -0.067  0.13
H -3.218 2.020 -0.707  0.12
H -2.872 0.327 0.763  0.09
H -3.678 -1.207 0.341  0.08
H -4.564 0.003 1.327  0.10
H -6.645 1.638 -2.243  0.08
H -5.585 0.614 -2.863  0.03
C -3.120 -2.168 3.297  -0.05
C -2.914 -1.246 4.473  -0.42
C -3.225 0.256 4.153  -0.17
O -2.145 0.705 3.355  -0.24
C -2.272 2.070 3.027  -0.08
N -3.865 -1.643 5.457  0.04
H -4.144 -2.000 2.965  0.08
H -3.171 -3.243 3.471  0.09
H -2.462 -1.956 2.454  0.07
H -1.906 -1.386 4.864  0.12
H -3.299 0.893 5.035  0.13
H -4.179 0.431 3.657  0.12
H -3.323 2.335 2.917  0.09
H -1.711 2.361 2.139  0.10
H -1.906 2.613 3.899  0.09
H -4.768 -1.485 5.033  0.07
H -3.954 -0.954 6.190  0.07
C -4.584 -2.194 -2.466  -0.23
C -3.275 -1.622 -2.957  -0.19
O -2.476 -1.213 -1.834  -0.10
O -5.575 -1.244 -2.187  -0.08
H -4.415 -2.863 -1.622  0.10
H -5.064 -2.738 -3.279  0.13
H -3.420 -0.705 -3.528  0.12
H -2.763 -2.374 -3.557  0.12
H -2.627 -0.292 -1.610  0.06
H -5.346 -0.821 -1.356  0.05
C 0.928 0.304 -0.248  -0.21
C 0.566 -0.987 0.523  -0.20
O 0.072 -1.972 -0.346  -0.08
O -0.237 1.013 -0.630  -0.07
H 1.476 0.014 -1.144  0.10
H 1.425 0.995 0.433  0.11
H -0.158 -0.698 1.285  0.12
H 1.472 -1.362 0.998  0.11
H -0.811 -1.737 -0.638  0.05
H 0.060 1.727 -1.199  0.05
C -2.331 -4.902 -0.925  -0.19
C -2.976 -4.209 0.342  -0.22
O -4.397 -4.150 0.297  -0.07
O -2.393 -6.326 -0.683  -0.08
H -1.313 -4.585 -1.149  0.10
H -2.838 -4.731 -1.875  0.11
H -2.530 -3.216 0.407  0.08
H -2.748 -4.724 1.274  0.12
H -4.657 -4.947 0.765  0.09
H -1.492 -6.619 -0.523  0.08
C 6.087 -1.843 -2.133  -0.19
C 5.198 -1.027 -1.200  -0.27
O 4.444 -1.803 -0.321  -0.08
O 7.290 -2.287 -1.436  -0.06
H 6.296 -1.168 -2.963  0.12
H 5.502 -2.635 -2.602  0.11
H 4.488 -0.350 -1.675  0.10
H 5.694 -0.314 -0.542  0.11
H 3.638 -2.118 -0.736  0.04
H 6.983 -2.853 -0.725  0.07
C 3.573 2.668 -2.199  -0.22
C 2.797 2.144 -3.440  -0.23
O 3.648 1.465 -4.363  -0.06
O 4.256 3.883 -2.479  -0.06
H 4.215 1.859 -1.853  0.10
H 2.874 2.853 -1.383  0.10
H 2.193 2.923 -3.905  0.09
H 2.009 1.448 -3.154  0.09
H 4.341 2.030 -4.712  0.09
H 3.703 4.455 -3.016  0.08
C 1.465 4.762 2.170  -0.28
C 2.695 5.409 2.897  -0.21
O 3.402 4.403 3.603  -0.08
O 1.801 3.745 1.308  -0.07
H 0.879 5.515 1.643  0.11
H 0.767 4.272 2.847  0.11
H 2.350 6.194 3.570  0.12
H 3.297 5.751 2.055  0.12
H 3.789 3.814 2.951  0.01
H 2.140 3.063 1.892  0.03
C 0.741 1.652 6.024  -0.23
C 0.505 0.239 5.496  -0.24
O 0.371 0.276 4.116  -0.08
O 1.097 1.530 7.375  -0.05
H -0.167 2.234 5.867  0.12
H 1.564 2.161 5.524  0.12
H -0.457 -0.153 5.828  0.11
H 1.179 -0.478 5.965  0.12
H -0.569 0.339 3.931  0.04
H 1.750 2.193 7.611  0.09
C 3.751 1.053 3.151  -0.20
C 4.740 1.490 1.975  -0.19
O 4.933 2.878 1.982  -0.07
O 2.454 1.433 2.848  -0.08
H 4.079 1.512 4.084  0.12
H 3.834 -0.021 3.318  0.11
H 4.298 1.276 1.002  0.10
H 5.717 1.008 1.944  0.12
H 5.473 3.074 1.213  0.11
H 1.821 1.163 3.518  0.04
C 2.402 -3.452 -3.172  -0.21
C 2.531 -4.968 -2.973  -0.23
O 2.921 -5.619 -4.186  -0.07
O 2.287 -2.927 -1.849  -0.09
H 1.643 -3.129 -3.884  0.12
H 3.289 -3.006 -3.622  0.12
H 1.557 -5.404 -2.753  0.11
H 3.214 -5.142 -2.141  0.12
H 3.422 -6.414 -3.989  0.08
H 1.343 -2.916 -1.675  0.05
C 1.347 -3.794 2.990  -0.23
C 1.284 -2.915 4.283  -0.23
O 1.563 -3.666 5.442  -0.05
O 0.531 -4.931 3.123  -0.04
H 2.381 -4.070 2.781  0.12
H 1.227 -3.226 2.067  0.10
H 0.270 -2.539 4.417  0.10
H 1.950 -2.052 4.281  0.10
H 1.903 -4.516 5.153  0.07
H 0.926 -5.380 3.875  0.07
C -1.028 3.591 -3.496  -0.24
C -0.550 4.202 -4.824  -0.25
O -0.482 5.585 -4.720  -0.05
O 0.014 3.510 -2.585  -0.05
H -1.443 2.605 -3.704  0.11
H -1.790 4.161 -2.963  0.11
H -1.237 4.019 -5.650  0.12
H 0.400 3.846 -5.221  0.11
H -1.319 5.811 -5.131  0.09
H 0.148 4.427 -2.333  0.11
C 0.307 0.449 -5.421  -0.24
C -0.285 -0.469 -4.331  -0.24
O 0.618 -0.687 -3.295  -0.06
O 1.477 0.078 -6.122  -0.04
H 0.492 1.409 -4.938  0.09
H -0.499 0.630 -6.132  0.12
H -0.311 -1.417 -4.868  0.12
H -1.261 -0.056 -4.076  0.10
H 0.055 -1.109 -2.642  0.05
H 2.232 0.231 -5.549  0.05

lowest unoccupied orbital energy	0.216	eV
ΔE to the lowest compared entry with this formula, charge and spin	51.9	kcal per mole
charge	0
E_tot	-3341.0491	Eh
M	923.09	g/mol
maximum force	0.065	Eh/bohr
multiplicity	1

---

What did the fourth record say?
Computed, not measured: a cluster of 2 separate species, C2H6IOP in total, with ωB97M-V/def2-TZVPD.

Last column: Löwdin charge in e.
Positions of all 11 atoms, in Å:
C 0.703 0.781 -0.716  -0.39
C -0.409 -0.008 1.605  -0.34
O -1.116 -1.710 -1.101  -1.13
P 0.720 -0.725 0.352  0.99
I -0.394 -1.723 -2.848  0.75
H -0.129 0.501 -1.460  -0.03
H 1.781 0.923 -1.222  0.09
H 0.498 1.549 -0.084  -0.03
H 0.196 0.567 2.266  0.03
H -0.908 -0.938 1.994  0.06
H -0.942 0.783 1.212  0.01

lowest unoccupied orbital energy	-1.406	eV
ΔE to the lowest compared entry with this formula, charge and spin	112.9	kcal per mole
charge	0
E_tot	-793.9421	Eh
M	203.95	g/mol
maximum force	0.100	Eh/bohr
multiplicity	1

---

Question: Look up the maximum force of the fourth one.
Answer: 0.100 Eh/bohr